Computed, not measured: one molecule with the formula C2H3N5O in a non-equilibrium geometry, with ωB97M-V/def2-TZVPD.

Structure (ORCA input):
```
! RIJCOSX wB97M-V def2-TZVPD def2/J DEFGRID3
* xyz 0 1
O 1.38905 0.98266 0.46112
N 0.57716 2.10018 1.02705
N 0.58890 0.12755 -0.28632
N 0.06146 -2.01953 0.15330
N -0.62928 1.77377 0.80538
N -1.78166 0.58307 -0.66846
C 1.07719 -1.20860 -0.06243
C -0.68248 0.62656 0.02387
H 2.22688 -1.49508 -0.28895
H -0.88839 -1.30763 0.35579
H -1.93883 -0.16294 -1.52033
*
```

gap between HOMO and LUMO	0.3206	hartree
E_HOMO	-0.3583	Ha
LUMO energy	-1.03	eV
energy above the lowest of the compared OMol25 structures with the same formula, charge and spin	164.1	kcal per mole